This record from the OMol25 dataset describes a 2-piece molecular cluster, C3H5Br3Si overall at a distorted geometry. The level of theory is ωB97M-V/def2-TZVPD.

```
12
Properties=species:S:1:pos:R:3:forces:R:3
C 0.7022 -1.1155 0.3470 0.4411 -1.6964 -0.3804
C -0.0640 -0.0932 0.0789 -0.5199 1.1693 -0.7139
C -0.1081 0.6271 -1.2199 -3.6973 1.6581 1.0448
Si -1.2724 0.5398 1.3644 1.0860 0.4719 0.2713
Br -3.2582 0.5049 0.4884 -0.8188 -0.2058 -0.0868
Br -1.0156 -0.3985 3.3818 -0.2117 -0.0941 -0.3614
Br 3.6988 0.4731 -0.6355 -0.1128 -0.0507 0.0594
H 0.3902 -1.5828 1.2432 0.8366 -0.9341 1.0708
H 1.3628 -1.6637 -0.3577 -0.3733 0.6518 0.4860
H -0.9863 1.4259 -1.1275 1.3828 -1.9033 -0.9376
H -0.1093 0.0386 -2.1024 -0.9630 -1.0351 -0.6409
H 0.6598 1.2443 -1.4607 2.9503 1.9684 0.1885
```
Positions in Å, forces in eV/Å.

As for the total charge: 0. The calculation puts the frontier orbital gap (alpha / beta) at 9.06 / 4.11 eV. Its energy above the lowest of the compared OMol25 structures with the same formula, charge and spin is 408.0 kJ/mol.

***

This record from the OMol25 dataset describes C35H42BrCsN4O2P2S3 as an isolated structure. The level of theory is ωB97M-V/def2-TZVPD.

```
90
Properties=species:S:1:pos:R:3:forces:R:3
Cs -0.3604 -0.2740 -0.5928 0.6251 0.2997 -0.2741
O -4.5630 -1.8174 -1.4702 -0.1084 0.0315 -0.0677
C -5.4869 -1.5184 -0.6403 0.0847 -0.1050 -0.0006
C -6.8516 -1.9037 -0.8068 -0.0231 0.0410 0.0157
C -7.8165 -1.5702 0.1204 0.0143 0.0046 0.0083
C -7.5070 -0.8468 1.2774 0.0174 -0.0355 -0.0505
C -6.1848 -0.4659 1.4680 0.0334 0.0042 -0.0194
C -5.1979 -0.7769 0.5462 -0.0673 0.0245 0.0993
C -3.7817 -0.3109 0.7490 0.0392 0.1483 -0.0259
O -2.8150 -1.1919 0.2584 -0.7372 -0.1614 0.1878
N -3.6643 1.0184 0.1166 -0.0461 -0.0321 0.0906
N -2.6663 1.8122 0.4142 -0.0517 0.1415 0.0942
C -2.6158 2.9928 -0.0947 0.1088 0.0504 -0.0132
C -1.5329 3.9245 0.1909 -0.0799 -0.2121 -0.0359
Br 0.1314 3.1644 0.7267 -0.0494 -0.0009 0.1106
C -1.5627 5.2513 0.0305 -0.1167 0.1672 -0.0534
C -2.7416 6.0678 -0.3184 0.1040 -0.0909 0.0390
C -2.5526 7.2240 -1.0776 0.0033 0.0668 -0.0587
C -3.6183 8.0378 -1.4274 0.0123 -0.0243 0.0143
C -4.9044 7.7176 -1.0140 0.0132 -0.0206 0.0116
C -5.1054 6.5842 -0.2382 0.0172 0.0004 -0.0022
C -4.0371 5.7718 0.1117 -0.0296 -0.0067 0.0187
H -3.2526 -1.5884 -0.5686 -0.1440 -0.0267 0.0489
H -7.0991 -2.4749 -1.6941 -0.0092 -0.0007 -0.0007
H -8.8420 -1.8857 -0.0494 -0.0033 -0.0020 -0.0040
H -8.2699 -0.5994 2.0044 -0.0080 -0.0004 0.0044
H -5.9072 0.0927 2.3598 0.0019 -0.0009 -0.0010
H -3.5896 -0.1511 1.8141 0.1149 0.0012 0.0044
H -4.3654 1.2938 -0.5639 0.0385 -0.0135 0.0063
H -3.3886 3.3468 -0.7789 -0.0047 -0.0037 -0.0125
H -0.6312 5.7933 0.1361 -0.0078 0.0223 0.0064
H -1.5513 7.4750 -1.4081 -0.0029 0.0014 -0.0006
H -3.4444 8.9216 -2.0287 0.0010 0.0028 -0.0017
H -5.7405 8.3478 -1.2888 -0.0047 0.0010 0.0001
H -6.1008 6.3296 0.1032 -0.0036 0.0015 0.0021
H -4.2052 4.9080 0.7408 -0.0009 -0.0019 -0.0007
C 0.3937 0.7839 4.5231 0.0217 -0.1237 0.0498
P 0.7908 -0.4037 3.1677 -0.0134 0.1906 0.0311
C 2.5799 -0.7010 3.6456 0.0956 0.0803 -0.3086
N 2.8711 -0.9126 4.9003 -0.0253 0.0029 0.1142
C 4.1780 -1.0517 5.2468 0.0109 -0.0351 0.0898
C 4.5234 -1.3133 6.5963 -0.0962 0.0323 -0.0945
C 5.8334 -1.4364 6.9516 0.1713 0.0011 -0.0656
C 6.8580 -1.3003 5.9790 -0.0733 -0.0290 0.1661
C 6.5460 -1.0449 4.6772 -0.0904 0.0281 -0.0913
C 5.1893 -0.9190 4.2859 0.1044 -0.0169 0.0189
N 4.8869 -0.6604 2.9871 0.1089 0.0228 -0.0455
C 3.6301 -0.5773 2.6417 -0.3203 0.0028 0.1009
P 3.1801 -0.1915 0.8617 0.1499 0.1632 -0.0340
C 4.3335 1.2347 0.6407 0.0251 -0.0875 0.0586
C 4.0112 -1.5358 -0.1298 -0.0996 -0.0502 0.0948
C 3.3178 -2.8468 0.2526 0.0189 -0.0149 -0.0045
C 5.5219 -1.6747 0.0350 0.0279 0.0085 -0.0281
C 3.6760 -1.1744 -1.5847 0.0149 -0.0272 -0.0071
C -0.0616 -1.9748 3.7106 0.1152 -0.0844 -0.0965
C -1.5255 -1.8013 3.2922 0.0097 -0.1113 0.0197
C 0.5630 -3.1021 2.8781 0.0117 -0.0136 0.0425
C 0.0081 -2.3092 5.1972 0.0057 0.0163 0.0506
H 0.7686 0.4510 5.4919 -0.0205 0.0142 -0.0140
H -0.6876 0.9176 4.5680 -0.0222 -0.0011 -0.0173
H 0.8339 1.7503 4.2739 0.0077 0.0014 -0.0007
H 3.7214 -1.4099 7.3170 -0.0118 -0.0002 -0.0084
H 6.0974 -1.6392 7.9819 0.0185 -0.0016 -0.0048
H 7.8943 -1.4015 6.2763 -0.0053 -0.0039 0.0196
H 7.3062 -0.9380 3.9141 -0.0100 0.0025 -0.0150
H 5.3328 1.0171 1.0200 -0.0135 0.0123 -0.0100
H 3.9335 2.1101 1.1551 -0.0073 -0.0035 0.0079
H 4.3851 1.4629 -0.4242 -0.0134 0.0082 -0.0067
H 3.5003 -3.1073 1.3021 -0.0020 0.0063 -0.0088
H 3.7021 -3.6564 -0.3732 0.0072 0.0048 -0.0066
H 2.2430 -2.8106 0.0571 0.0127 0.0189 -0.0133
H 5.8240 -1.8565 1.0674 -0.0539 -0.0189 -0.0480
H 6.0458 -0.7855 -0.3246 0.0052 -0.0069 0.0298
H 5.8512 -2.5199 -0.5771 0.0246 0.0161 -0.0231
H 2.6240 -0.9148 -1.7415 0.0771 -0.1041 0.0083
H 3.8708 -2.0258 -2.2424 -0.0062 0.0088 -0.0062
H 4.2812 -0.3306 -1.9278 0.0057 -0.0089 -0.0187
H -1.6299 -1.6544 2.2172 -0.0319 0.0260 -0.0058
H -1.9992 -0.9644 3.8122 -0.0005 0.0159 -0.0007
H -2.0833 -2.7074 3.5486 -0.0114 0.0098 0.0122
H 0.4941 -2.9095 1.8044 -0.0170 0.0193 0.0127
H 0.0379 -4.0407 3.0757 -0.0168 0.0023 -0.0118
H 1.6176 -3.2513 3.1261 -0.0169 -0.0073 0.0197
H -0.5566 -1.5855 5.7905 0.0184 -0.0006 0.0012
H 1.0300 -2.3311 5.5748 -0.0214 -0.0212 -0.0476
H -0.4438 -3.2935 5.3583 -0.0252 0.0113 0.0155
S 1.9165 -3.4504 -4.3586 -0.1767 0.1163 0.1389
C 0.9353 -2.4750 -3.3550 0.3525 0.1227 0.1627
S 0.7207 -0.7833 -3.7195 -0.0604 -0.1860 -0.0763
S 0.2405 -3.1318 -1.8970 0.1107 -0.2787 -0.2861
```
Positions in Å, forces in eV/Å.

As for the total charge: -2. The calculation puts the frontier orbital gap at 3.12 eV. Its energy above the lowest of the compared OMol25 structures with the same formula, charge and spin is 96.1 kJ/mol.

***

This record from the OMol25 dataset describes C12H17N4OPdS2 as an isolated structure at a distorted geometry. The level of theory is ωB97M-V/def2-TZVPD.

```
37
Properties=species:S:1:pos:R:3:forces:R:3
Pd -1.1167 0.1492 -1.8041 -0.5850 -1.1936 0.4211
C -1.5144 -2.0700 2.0361 -0.0080 -0.0419 -0.0562
C -1.1554 -1.5456 0.6831 -0.4199 0.0440 0.2416
N -1.9337 -0.7812 0.0057 0.7717 0.3829 -0.9915
N -3.1390 -0.4043 0.4194 -0.5522 0.0011 0.7553
C -3.8260 0.3184 -0.4298 0.2369 -0.1498 -0.2127
N -5.0537 0.6983 -0.0730 -0.0676 0.1066 -0.0615
S -3.3296 0.8177 -2.0523 0.4021 0.0358 0.0559
C 0.1132 -1.9182 0.0266 0.2495 -0.0818 -0.1860
C 1.1336 -2.5761 0.7029 -0.1155 -0.0350 0.0531
C 2.2871 -2.9290 0.0179 -0.0168 0.0185 -0.0772
C 2.3947 -2.6270 -1.3299 0.0094 -0.0754 0.0429
C 1.3434 -1.9598 -1.9395 0.0336 -0.1355 0.0442
N 0.2428 -1.6137 -1.2796 -0.0220 0.3687 -0.0951
H -2.5219 -1.7521 2.2858 0.0250 -0.0157 0.0344
H -0.8248 -1.6892 2.7926 0.0024 -0.0047 -0.0028
H -1.4663 -3.1598 2.0552 0.0199 0.0042 0.0010
H -5.4447 0.4079 0.8073 0.0483 -0.0237 0.0182
H -5.5954 1.2646 -0.7002 -0.0836 -0.0027 0.0347
H 1.0232 -2.8156 1.7514 -0.0148 -0.0068 -0.0226
H 3.0884 -3.4446 0.5298 -0.0024 0.0068 0.0120
H 3.2687 -2.9072 -1.9004 -0.0144 0.0271 -0.0186
H 1.3755 -1.7019 -2.9909 0.0232 0.0383 0.0110
O 0.6668 2.2527 -2.4859 0.2013 0.1932 -0.3408
S 0.6932 1.4988 -1.2211 0.0194 1.0560 0.4784
C 2.4044 1.4216 -0.5723 -0.2764 -0.2919 -0.0144
C 2.5356 2.6304 0.3387 -0.0706 0.0862 0.0895
C 1.2372 2.7165 1.1431 0.1263 0.0364 -0.0646
C 0.0937 2.5646 0.1453 0.1291 -0.2577 0.0739
H 3.0660 1.4249 -1.4362 -0.0689 -0.0916 -0.0578
H 2.4886 0.4763 -0.0294 0.0600 0.0094 -0.0041
H 2.6636 3.5315 -0.2636 0.0244 -0.0106 0.0000
H 3.4029 2.5320 0.9903 0.0348 -0.0006 -0.0462
H 1.1690 3.6683 1.6677 -0.0623 -0.0345 0.0435
H 1.2028 1.9191 1.8884 -0.0019 0.0061 -0.0017
H -0.1735 3.5031 -0.3399 -0.0002 -0.0313 -0.1309
H -0.7992 2.0995 0.5606 -0.0348 0.0637 -0.0262
```
Positions in Å, forces in eV/Å.

The multiplicity is 3. As for the total charge: +1. The calculation puts the frontier orbital gap (alpha / beta) at 7.86 / 6.31 eV. Its energy above the lowest of the compared OMol25 structures with the same formula, charge and spin is 42.8 kJ/mol. As for the expectation value of S²: 2.010.